1.
ORCA calculation (wB97M-V/def2-TZVPD) on a molecular structure, C37H47N3NbO8 in a non-equilibrium geometry.

Geometry (Å):
C: 0.068 -4.035 1.711
H: -6.673 0.292 0.958
C: -3.669 0.107 2.510
H: 3.848 -2.063 1.820
C: 1.874 0.337 -1.320
C: -5.597 0.288 1.083
H: -2.918 -2.796 4.215
N: -7.564 -0.743 -2.536
C: 2.905 -4.480 -0.323
C: 3.243 -2.945 1.592
H: 3.185 -0.249 3.182
O: -6.479 -0.717 -1.986
C: -9.108 0.861 -5.527
H: 3.294 0.861 6.619
H: -10.060 0.883 -6.039
C: 2.726 -1.862 4.610
H: 3.463 -0.648 0.402
H: 1.476 0.178 -0.325
H: -8.153 2.184 -6.920
H: -0.929 -5.381 0.186
H: 4.585 -0.394 -3.208
H: 2.460 -4.630 -1.304
O: -0.719 0.377 0.568
C: -4.772 0.445 -0.023
H: 5.407 7.709 -4.688
C: 5.024 6.730 -4.443
O: 1.669 7.560 -3.669
H: 1.097 1.912 -4.209
C: 3.121 -0.208 -1.640
C: -6.657 0.812 -4.214
C: -3.395 0.432 0.134
C: -5.046 0.123 2.347
C: 3.620 0.008 -2.922
C: -2.863 0.258 1.398
H: -0.016 -2.169 5.394
C: 3.187 5.310 -3.770
C: 5.360 4.365 -4.168
H: -0.590 -4.777 4.311
H: 6.013 3.503 -4.195
N: 2.819 7.733 -4.018
H: 3.957 -4.775 -0.326
O: -8.515 -1.397 -2.162
N: -1.400 0.223 1.567
H: 4.919 -0.859 5.387
H: 5.146 0.403 4.222
H: 3.605 -2.497 4.750
H: -2.748 0.551 -0.722
H: 3.823 -3.844 1.824
H: 2.191 -1.847 5.560
H: 0.996 -1.296 2.243
H: -0.962 -1.873 3.944
C: -6.813 1.571 -5.362
C: 2.883 -3.008 0.098
C: -0.312 -2.596 4.439
H: -5.706 0.792 -3.701
C: 2.885 0.751 -3.836
O: 3.840 -2.362 -0.753
C: -0.494 -4.682 0.858
C: 3.700 6.556 -4.082
C: 4.429 0.007 4.945
C: 3.859 -0.969 -0.563
H: 5.034 0.875 6.811
H: 2.150 5.191 -3.493
C: 3.100 -0.407 4.256
H: 2.422 -5.083 0.440
H: -3.237 -0.026 3.491
O: -0.973 0.039 2.683
H: 3.275 0.913 -4.835
C: 4.026 4.208 -3.816
H: 2.331 0.265 4.635
C: -7.733 0.082 -3.743
H: 3.641 3.227 -3.573
C: 1.136 1.085 -2.231
H: 1.933 -4.480 3.864
C: 5.857 5.624 -4.483
H: -5.979 2.143 -5.746
H: -5.194 0.577 -0.999
H: 1.859 -2.667 -0.087
H: 4.330 2.045 5.729
O: 3.294 8.812 -4.317
C: 4.229 1.022 6.086
H: -2.064 -3.487 6.287
H: -3.154 -4.518 4.469
C: -8.959 0.098 -4.381
C: -1.128 -3.892 4.637
H: 6.896 5.743 -4.758
C: -8.035 1.594 -6.020
H: 4.908 -0.651 -0.585
O: -1.341 -4.083 6.068
C: 1.655 1.310 -3.505
H: -9.790 -0.475 -3.996
Nb: 1.484 -2.873 3.025
H: -5.690 0.001 3.208
H: -2.481 -3.957 2.915
C: -2.506 -3.781 3.987
H: 0.180 1.506 -1.950

The charge is -1. The value obtained for the LUMO energy is 0.5 eV. The calculation puts the orbital gap at 0.180 Ha.


2.
ORCA calculation (wB97M-V/def2-TZVPD) on a gas-phase ion, C5H8O5PS (charge -1) in a non-equilibrium geometry.

Geometry (Å):
H: -1.426 0.993 1.492
O: 2.400 0.201 0.415
H: -1.214 1.324 -1.015
H: -0.479 -1.297 1.748
H: 0.153 1.578 0.911
H: 0.085 -0.898 -2.060
O: -4.333 -0.521 -0.510
O: -2.087 -0.448 -0.524
H: 3.105 0.698 -1.713
H: 4.068 -0.803 -0.801
O: 1.868 -2.162 -0.097
C: -3.411 0.254 -0.382
O: -3.328 1.449 -0.158
H: 0.869 -0.257 2.340
C: 0.191 -0.319 -1.170
C: -0.526 0.725 0.940
C: 0.192 -0.473 1.523
S: 1.110 -0.938 0.029
P: 3.730 0.518 -0.455
C: -0.967 0.375 -0.513

The energy above the lowest of the compared OMol25 structures with the same formula, charge and spin comes out at 0.3225 eV. The structure (SMILES) is O=C([O-])O[C@@H]1C=[S@@](=O)(OP)CC1. The charge is -1. The value obtained for the LUMO energy is 3.0 eV. The calculation puts the orbital gap at 0.294 Ha.


3.
ORCA calculation (wB97M-V/def2-TZVPD) on a molecular structure, C5H6O in a non-equilibrium geometry.

Geometry (Å):
H: -1.581 1.522 -0.779
C: 3.262 -0.533 -0.167
C: 0.739 0.421 0.330
H: 0.986 0.726 1.387
H: -2.499 -1.870 0.525
H: 4.460 -0.530 -0.409
H: -3.596 -0.198 -0.364
O: -0.336 -0.428 -0.012
C: -2.587 -0.629 -0.027
H: 0.663 1.423 -0.231
C: 2.062 -0.217 -0.081
C: -1.573 0.313 -0.172

The energy above the lowest of the compared OMol25 structures with the same formula, charge and spin comes out at 6.1977 eV. The value obtained for the LUMO energy is 1.0 eV. The calculation puts the orbital gap at 0.374 Ha.


4.
ORCA calculation (wB97M-V/def2-TZVPD) on a molecular structure, C6H13PS in a non-equilibrium geometry.

Geometry (Å):
H: -3.288 -0.286 1.433
C: 2.291 1.243 -0.803
H: -2.523 -2.011 1.974
C: -2.756 -1.214 1.194
C: 2.770 1.225 0.670
S: 1.576 -1.724 -0.381
C: -2.456 -1.340 -0.087
H: 1.370 -1.734 -1.800
H: -1.850 -2.288 -0.407
H: -2.511 -0.859 -2.136
H: 2.044 2.173 -1.195
C: 1.395 0.847 1.305
H: 3.015 0.799 -1.488
H: 1.423 0.225 2.227
P: 0.841 0.217 -0.320
H: -3.906 -0.258 -1.234
H: 3.120 2.220 0.772
H: 3.609 0.688 0.798
H: -2.242 0.630 -1.070
H: 0.857 1.832 1.662
C: -2.777 -0.386 -1.113

The energy above the lowest of the compared OMol25 structures with the same formula, charge and spin comes out at 1.3865 eV. The value obtained for the LUMO energy is 0.8 eV. The calculation puts the orbital gap at 0.321 Ha.


5.
ORCA calculation (wB97M-V/def2-TZVPD) on a molecular structure, C7H18Cl2I2N2Pd.

Geometry (Å):
Cl: -0.970 -1.892 1.747
I: -1.344 0.129 -2.633
H: 3.559 -0.448 1.530
C: -0.418 -3.102 0.588
H: 2.652 -1.598 0.535
H: 2.874 2.012 1.492
H: -1.331 2.539 2.479
N: 1.915 0.383 0.502
C: 1.879 1.567 1.415
C: -1.115 1.579 2.007
H: 1.967 -1.019 2.083
N: -0.438 1.838 0.701
H: 2.302 1.536 -1.253
C: 2.561 -0.754 1.211
H: 1.153 2.967 -0.070
H: -2.284 2.219 -0.269
H: 2.697 -0.190 -1.375
H: 3.743 0.889 -0.433
Pd: -0.048 0.061 -0.113
H: -0.475 0.991 2.658
H: -2.049 1.055 1.819
H: -0.852 2.956 -1.047
C: 2.712 0.680 -0.723
H: 0.725 3.390 1.581
Cl: 0.329 -2.290 -0.863
C: 0.871 2.552 0.896
H: -1.503 3.637 0.466
H: -1.261 -3.674 0.220
C: -1.335 2.721 -0.103
H: 0.355 -3.713 1.038
H: 1.617 1.203 2.407
I: -2.725 2.246 -3.393

The charge is +2. The value obtained for the LUMO energy (spin up / spin down) is -8.8 / -8.8 eV. The calculation puts the orbital gap (spin up / spin down) at 0.253 / 0.253 Ha.


6.
ORCA calculation (wB97M-V/def2-TZVPD) on 11 unconnected molecules or ions with the total composition C38H114N12O11P4S7 in a non-equilibrium geometry.

Geometry (Å):
S: -3.395 -1.047 -5.657
C: 7.706 -2.600 2.055
H: -2.628 0.749 0.248
H: -1.935 2.457 4.919
O: 2.242 6.832 1.508
H: -1.357 3.637 -1.136
H: -6.388 -2.826 6.229
H: -2.518 1.185 -3.200
H: -3.058 -1.111 -3.240
H: 4.979 -0.400 -5.419
N: -4.443 -2.477 5.644
N: -3.259 -0.459 4.425
H: 8.415 -3.349 1.683
C: 3.168 4.993 -4.566
H: -1.614 -4.996 -0.880
N: 0.564 0.677 0.133
H: 1.882 1.022 -5.986
C: 2.896 4.793 4.068
H: -2.946 5.951 3.535
H: 3.316 5.648 4.590
H: 6.067 0.939 -5.858
H: -3.791 -3.202 1.752
C: 0.073 0.634 1.498
H: 2.154 8.320 -1.859
H: -3.294 -1.169 7.628
H: 0.038 -5.303 -0.173
O: -2.332 3.319 2.118
O: 0.458 -0.426 -2.312
C: -1.989 -1.367 -6.779
H: -7.347 -4.119 0.943
N: -4.746 0.006 6.640
H: 0.521 -8.317 -0.762
C: 2.236 1.036 -7.013
H: -1.190 -6.521 -0.208
S: -5.164 -4.812 0.796
H: -1.749 2.801 -3.246
H: -0.812 1.365 -3.686
H: -7.434 -1.817 -2.416
H: 0.392 5.868 -1.442
H: -2.330 -1.152 -7.790
H: -1.155 -0.668 4.412
H: 4.111 3.239 -8.623
H: -1.133 -2.686 0.148
H: 2.103 -3.315 -0.331
H: -1.207 -0.647 -6.535
H: -6.230 1.828 -2.322
N: 3.308 2.007 -7.138
H: 4.305 -0.041 -0.952
H: -4.918 2.047 6.752
H: 0.964 4.103 -4.422
S: -6.467 -0.180 -0.949
C: -2.491 -1.332 -4.140
P: -0.329 0.149 -1.207
C: 4.345 -4.137 -0.464
H: 3.528 1.299 2.948
S: 3.975 3.311 4.307
H: 3.072 2.747 2.121
C: 2.510 7.823 -0.957
C: 0.962 -7.712 -1.553
H: -0.563 3.515 5.366
C: 3.876 2.186 -8.473
H: -3.516 -2.914 3.754
S: 1.406 7.104 0.277
O: -4.823 -4.245 -0.556
H: -3.179 0.521 7.910
H: -6.752 -2.609 -0.931
H: 5.895 0.749 -0.652
H: -1.981 -1.507 5.709
H: -4.481 -0.421 8.716
H: 1.159 2.355 -4.470
H: 4.225 5.224 -4.642
H: -6.325 1.260 5.970
P: 5.121 -2.079 1.260
H: 7.383 -1.078 -1.255
O: 5.319 3.656 3.747
H: 5.829 -1.822 -1.961
C: 3.590 1.072 -3.578
H: 2.569 0.830 0.706
H: -2.306 0.748 2.995
H: -4.376 -4.224 4.511
H: -5.207 -4.156 6.623
C: -3.754 -3.351 4.728
H: -5.750 -2.082 -2.255
H: 2.585 5.701 -5.167
H: 6.736 -4.907 2.603
H: 2.927 0.208 -3.736
H: 7.897 -1.669 1.524
H: 2.052 2.036 3.460
H: -5.555 0.360 -3.081
C: 3.054 2.274 3.103
H: -3.943 -4.540 2.912
H: -3.059 -0.887 0.772
H: -0.648 -0.174 1.647
O: -3.602 0.438 -5.760
H: 2.438 -1.631 0.059
H: 0.347 4.991 -0.078
P: 4.032 2.723 -5.780
H: 3.752 -5.013 -0.197
H: 5.657 -3.887 3.649
N: 4.021 -3.034 0.430
S: -0.194 -6.525 -2.316
H: -0.401 2.224 4.129
H: 1.940 5.006 -0.948
C: -3.777 -4.289 1.867
H: -2.102 5.514 4.983
H: 2.823 5.096 -3.531
H: -1.809 0.253 5.784
C: -1.511 2.621 -0.752
C: -1.994 -0.595 5.109
H: -6.335 -2.759 1.392
H: 2.279 0.820 -0.993
H: -2.754 -3.666 5.056
C: -5.598 1.189 6.773
N: 6.357 -3.044 1.819
H: 2.582 0.028 -7.275
C: -3.307 0.595 3.384
H: 1.810 2.327 -0.018
H: 6.980 -2.647 -0.902
H: -2.593 2.569 -0.584
H: 3.027 1.894 -3.142
H: -3.417 4.461 4.496
H: -3.694 -0.295 -0.737
C: 1.078 5.587 -0.634
O: -7.803 0.094 -0.348
H: 2.095 -2.807 1.330
H: -1.608 -2.387 -6.749
C: 6.489 -1.691 -1.104
H: 1.841 -7.188 -1.176
C: -6.497 -3.826 1.561
H: -5.251 -2.706 7.600
H: 4.713 1.484 -8.521
H: 4.869 0.731 0.628
H: -0.987 2.602 0.198
C: -0.779 -5.684 -0.786
H: -4.107 0.305 2.708
C: 5.453 0.521 -5.062
H: 5.408 -4.387 -0.424
C: -6.638 -1.826 -1.669
H: -0.805 -2.546 -1.541
H: -6.148 1.197 7.715
N: -1.111 1.572 -1.653
H: 4.277 0.684 -2.820
H: 7.854 -2.468 3.133
H: 1.229 -8.379 -2.370
H: -1.512 -0.860 -4.217
C: -2.809 -0.267 -0.098
C: -5.385 -3.084 6.584
N: 2.863 3.638 -4.989
C: 5.921 -4.183 2.632
H: 2.865 4.980 2.994
P: -4.682 -0.837 5.232
H: 5.050 -4.645 2.165
H: 4.243 -3.882 -1.524
C: 2.613 -2.661 0.376
C: -3.909 -0.287 7.799
H: -7.225 0.538 -3.164
H: -2.861 -4.666 1.428
C: -6.391 0.771 -2.501
H: 3.190 8.537 -0.487
O: 5.227 3.509 -6.155
H: 3.207 1.976 -9.311
O: -1.313 -7.412 -2.783
H: -0.468 1.565 1.715
C: -1.522 -2.236 -0.773
C: 1.446 3.282 -4.960
N: 5.821 -1.121 0.058
H: -3.617 1.493 3.934
H: 3.185 7.031 -1.297
H: -6.671 -3.988 2.621
H: -2.245 -2.400 -4.102
O: -5.869 -0.622 4.376
H: 6.091 0.350 -4.195
N: -1.595 -0.787 -0.688
H: -2.441 -2.726 -1.102
S: -1.487 4.030 3.145
H: 0.889 0.481 2.204
C: 5.108 0.105 -0.230
H: 1.390 1.291 -7.656
H: 1.897 4.581 4.448
O: 4.386 -1.344 2.318
C: 1.908 1.240 -0.059
N: 4.350 1.431 -4.749
C: -1.056 2.988 4.554
C: -1.598 1.745 -3.034
C: -2.615 5.094 4.115
H: 1.044 3.368 -5.974

The energy above the lowest of the compared OMol25 structures with the same formula, charge and spin comes out at 1.7098 eV. The value obtained for the LUMO energy is 0.1 eV. The calculation puts the orbital gap at 0.305 Ha.


7.
ORCA calculation (wB97M-V/def2-TZVPD) on a molecular structure, H8O4 in a non-equilibrium geometry.

Geometry (Å):
H: -1.364 -1.542 -0.170
O: -1.654 -0.737 -0.600
O: -0.655 1.033 -2.163
H: -0.324 1.896 -1.916
H: 0.502 0.821 0.132
O: 0.045 -0.015 0.044
H: -0.449 0.473 -1.414
H: 2.136 -0.324 1.581
H: 0.388 -0.552 0.758
H: -0.882 -0.170 -0.593
H: 1.012 -0.781 2.486
O: 1.247 -0.100 1.855

The energy above the lowest of the compared OMol25 structures with the same formula, charge and spin comes out at 5.4345 eV. The value obtained for the LUMO energy is -0.2 eV. The calculation puts the orbital gap at 0.330 Ha.


8.
ORCA calculation (wB97M-V/def2-TZVPD) on a molecular structure, C25H45ClIOsP in a non-equilibrium geometry.

Geometry (Å):
H: -1.126 -0.071 -3.123
H: -0.950 2.368 -0.543
H: 3.948 -1.866 -0.678
H: -1.816 1.352 -2.334
H: 0.275 -2.362 0.991
H: -1.894 -2.901 5.807
H: 1.507 -1.649 -0.581
C: 0.182 -2.716 3.100
H: -2.250 -0.079 -0.268
H: 0.520 4.188 -3.392
H: -3.958 0.282 -2.101
I: 2.568 0.546 2.764
H: 0.106 2.155 4.448
H: 1.023 -2.350 3.699
H: -2.823 -2.049 -3.720
H: 2.285 -2.045 -4.119
H: -1.318 -2.360 -0.156
H: -3.712 -2.041 -0.791
C: -1.188 -2.858 3.786
C: 0.562 2.433 -2.096
H: 0.504 -3.693 2.732
H: 1.640 2.243 -2.211
C: 0.660 4.406 0.090
C: -1.841 0.256 -2.357
H: 3.984 -0.422 -3.368
C: 0.251 3.914 -2.363
H: -2.615 -0.668 4.793
H: 1.275 5.007 0.771
H: 4.968 -0.486 -1.112
H: 0.500 -0.315 4.557
H: -3.450 0.322 -3.796
H: 0.074 1.846 -2.884
H: -3.067 -3.417 -1.695
H: 1.964 2.685 0.223
H: -0.833 4.075 -2.276
C: -3.241 -0.138 -2.821
H: 0.360 -1.332 -2.795
H: -1.457 -3.921 3.811
H: -0.393 4.630 0.308
H: -1.704 -0.503 6.260
C: 0.086 -1.795 1.946
C: -0.544 0.059 4.432
C: 1.493 -0.650 -1.056
C: -3.004 -2.328 -1.578
H: -0.874 -2.300 -1.856
Cl: -2.256 0.545 1.834
Os: -0.051 0.014 2.336
H: 4.565 -2.066 -3.048
C: 2.858 -0.017 -0.801
C: -0.720 1.467 4.632
C: 0.108 2.069 -0.665
H: 2.034 4.773 -1.543
P: 0.091 0.252 -0.108
C: 2.413 -1.849 -3.047
C: 0.892 2.894 0.344
H: -0.218 -2.443 5.687
C: 3.818 -1.320 -2.760
H: -1.580 1.792 5.237
H: 0.624 2.573 1.372
C: -1.492 -0.384 -1.019
C: -1.592 -1.910 -1.120
H: 3.004 0.162 0.281
C: -1.194 -2.312 5.201
H: -4.477 -1.878 -3.119
C: 3.988 -0.951 -1.289
H: 2.286 -2.811 -2.527
H: 2.924 0.959 -1.304
C: 1.327 -0.885 -2.557
H: -1.988 -2.382 3.204
H: 0.650 5.858 -1.521
C: 0.955 4.820 -1.356
H: 1.387 0.066 -3.107
C: -3.426 -1.653 -2.891
C: -1.606 -0.836 5.208

The energy above the lowest of the compared OMol25 structures with the same formula, charge and spin comes out at 0.1319 eV. Its expectation value of S² is 6.032. As for the spin multiplicity: 5. The value obtained for the LUMO energy (spin up / spin down) is -0.1 / -1.7 eV. The calculation puts the orbital gap (spin up / spin down) at 0.225 / 0.244 Ha.